No. 1
8
Properties=species:S:1:pos:R:3:forces:R:3:lowdin_charge:R:1 method="wB97M-V/def2-TZVPD" homo_lumo_gap_ev=9.094 e_homo_ev=-4.88 charge=-1 largest_force_ha_per_bohr=0.040 lumo_energy_ev=4.21
C 0.1380 0.1005 -0.3829 -1.38 0.84 -0.80 -0.3910
O 2.7316 1.4544 0.5272 -0.14 -0.28 -0.20 -0.3293
O 3.7571 -0.7647 -0.4828 0.35 0.93 -0.03 -0.3375
O 1.4849 -0.8652 0.4700 0.15 1.33 0.71 -0.3149
O 0.4741 0.0870 -1.5686 0.28 0.00 -0.82 -0.1496
P 2.6747 0.0381 0.1231 0.21 -2.02 0.10 0.3617
H -0.6960 -0.5517 -0.0674 0.27 -0.15 0.43 0.0798
H 0.1724 1.1004 0.1090 0.26 -0.65 0.62 0.0807


No. 2
73
Properties=species:S:1:pos:R:3:forces:R:3:lowdin_charge:R:1 method="wB97M-V/def2-TZVPD" homo_lumo_gap_ev="8.042 / 5.795" e_homo_ev="-13.71 / -13.88" charge=+2 largest_force_ha_per_bohr=0.004 lumo_energy_ev="-5.67 / -8.08" spin_multiplicity=5
Pd 0.1384 -0.5336 -0.5743 0.00 0.10 0.05 1.0872
C 0.6909 0.1515 -3.5316 0.08 -0.01 0.03 -0.1490
C 2.0791 -0.3804 -3.2263 -0.03 0.04 -0.03 -0.1455
N 2.2007 -0.5998 -1.7727 0.01 -0.07 0.05 -0.0680
C 2.9145 -1.8198 -1.3536 0.01 -0.08 -0.03 -0.2188
C 2.0861 -3.0863 -1.5119 0.01 0.03 0.01 -0.3712
S 0.4278 -2.9742 -0.7575 -0.04 -0.09 -0.01 0.9673
C -0.6418 -3.1220 -2.2184 0.04 0.04 -0.03 -0.3980
C -0.4068 -2.0657 -3.2953 -0.04 -0.04 0.03 -0.2002
N -0.2860 -0.6726 -2.8033 0.00 -0.08 -0.01 -0.1037
H 0.4930 0.1458 -4.6070 0.00 0.01 0.01 0.1436
H 0.5867 1.1736 -3.1653 0.00 -0.01 -0.01 0.1263
H 2.8365 0.3251 -3.5716 0.00 -0.02 0.01 0.1437
H 2.2719 -1.3225 -3.7375 -0.01 0.00 0.00 0.1184
H 2.6393 0.2001 -1.3315 -0.03 0.02 -0.01 0.1055
H 3.1859 -1.7038 -0.3066 -0.01 0.02 -0.01 0.0947
H 3.8322 -1.9370 -1.9396 0.01 0.03 0.03 0.1443
H 2.5992 -3.9046 -1.0089 0.01 0.00 -0.03 0.0987
H 1.9504 -3.3790 -2.5524 0.00 0.01 -0.01 0.0851
H -1.6556 -3.0865 -1.8260 -0.01 0.00 -0.01 0.0651
H -0.4865 -4.1135 -2.6446 -0.01 0.00 -0.01 0.1036
H -1.2264 -2.1224 -4.0159 0.01 0.01 0.01 0.1449
H 0.4998 -2.3070 -3.8448 0.00 0.00 -0.01 0.1061
H -1.1993 -0.2306 -2.7919 0.00 0.01 0.03 0.1221
O -4.5125 -2.6231 1.9096 0.01 0.01 -0.03 0.0734
C -4.8798 -2.5143 0.6219 0.01 0.00 0.01 -0.2334
C -6.0968 -3.0470 0.1931 -0.02 -0.01 -0.01 0.0067
C -6.4818 -2.9659 -1.1252 0.01 0.01 0.00 -0.0241
C -5.6590 -2.3470 -2.0719 0.03 0.01 0.02 -0.0517
C -4.4617 -1.8226 -1.6643 0.00 0.00 0.02 -0.0149
C -4.0338 -1.8839 -0.3184 0.01 0.02 -0.06 -0.0699
C -2.7469 -1.2866 -0.0098 -0.08 -0.09 0.00 -0.3611
O -2.0002 -0.8719 -0.9404 0.02 0.04 0.05 -0.1201
N -2.3849 -1.1680 1.2990 -0.01 0.03 0.00 0.0546
N -1.2353 -0.5613 1.4813 0.08 -0.04 -0.02 -0.0677
C -1.0569 -0.3393 2.8014 -0.04 0.01 0.02 -0.8361
S 0.1742 0.6870 3.3850 0.04 -0.02 -0.04 1.0825
C -0.4938 0.8012 5.0688 0.02 0.00 0.02 -0.4381
C -1.1479 -0.5262 5.3800 -0.01 0.01 0.01 -0.4618
S -2.1411 -1.0146 3.9408 0.00 -0.01 -0.01 1.0725
H -5.2004 -3.0942 2.3967 0.00 -0.01 0.02 0.1291
H -6.7406 -3.5312 0.9180 0.00 0.00 0.00 0.1296
H -7.4325 -3.3845 -1.4266 -0.01 0.00 0.00 0.1254
H -5.9700 -2.2754 -3.1037 -0.01 0.00 -0.01 0.1164
H -3.8229 -1.3194 -2.3766 0.00 0.00 0.00 0.1138
H -1.2022 1.6288 5.0916 0.00 0.00 -0.01 0.0974
H 0.3397 1.0180 5.7352 -0.01 0.00 0.00 0.1005
H -1.8210 -0.4484 6.2324 0.01 0.00 0.00 0.0976
H -0.4142 -1.3087 5.5723 0.00 0.00 0.00 0.0948
C 0.6320 4.7919 0.0490 -0.01 -0.02 0.02 -0.0692
C 1.1687 4.0216 1.2509 -0.04 -0.01 -0.05 -0.1572
C 2.0663 2.8109 0.9337 -0.06 -0.04 0.08 -0.2957
C 3.1529 3.1183 -0.1459 0.04 0.03 0.01 -0.1580
C 4.0927 4.2571 0.2273 -0.01 0.00 0.01 -0.0516
C 2.8176 2.3823 2.1943 0.12 0.07 -0.06 -0.4245
O 3.1164 3.1332 3.0811 -0.02 -0.02 0.02 0.1451
N 3.2583 1.0544 2.2183 -0.12 -0.06 0.05 0.2084
C 2.6184 0.0035 1.5913 0.03 0.15 -0.07 -0.5918
O 2.8951 -1.1539 1.8007 0.02 -0.07 0.02 0.0822
N 1.6228 0.3748 0.7013 -0.13 0.12 -0.06 0.0297
C 1.2913 1.6408 0.3891 0.12 0.01 0.03 -0.4744
O 0.3627 1.7565 -0.4393 0.00 -0.03 0.00 -0.0068
H 0.0050 5.6095 0.4020 0.00 0.01 0.00 0.0881
H 0.0282 4.1638 -0.6025 0.01 0.01 0.00 0.0683
H 1.4320 5.2374 -0.5418 0.01 0.00 -0.01 0.0743
H 0.3334 3.6674 1.8617 0.00 0.00 0.01 0.1190
H 1.7497 4.6837 1.8910 0.01 -0.01 0.00 0.1213
H 2.6243 3.3507 -1.0725 0.00 -0.01 0.00 0.1196
H 3.7413 2.2086 -0.3176 -0.02 -0.01 -0.02 0.1173
H 3.5506 5.1899 0.3726 0.00 0.01 0.00 0.0841
H 4.8155 4.4123 -0.5723 0.00 0.00 -0.01 0.0902
H 4.6450 4.0460 1.1420 0.00 0.00 0.00 0.0859
H 3.8723 0.8031 2.9838 0.01 -0.01 -0.01 0.1781


No. 3
93
Properties=species:S:1:pos:R:3:forces:R:3:lowdin_charge:R:1 method="wB97M-V/def2-TZVPD" homo_lumo_gap_ev=4.424 e_homo_ev=-6.29 charge=0 largest_force_ha_per_bohr=0.112 lumo_energy_ev=-1.86 spin_multiplicity=2
C -5.7736 0.6204 0.6369 -2.59 0.40 -2.17 -0.1146
N -4.2944 0.3499 0.8132 0.81 -0.57 -0.23 -0.1714
C -3.9242 -1.0872 0.3895 0.50 -1.12 -1.00 -0.0779
C -2.2790 -1.0778 0.2297 -0.87 1.46 -1.42 -0.1350
O -1.5565 -0.5861 1.4121 -1.79 -0.53 -0.06 -0.1437
C -2.4372 -0.3849 2.5709 -0.30 -0.95 1.50 -0.3412
N -1.6362 0.1598 3.7633 -1.48 0.19 -1.81 0.0731
C -3.7880 0.5294 2.2407 0.55 0.46 2.17 -0.5585
Br -5.2460 -0.2892 3.4122 1.34 0.75 -0.76 0.8795
C -3.6700 2.0882 2.7303 -1.19 0.86 -0.57 -0.1116
C -2.7982 3.0710 1.7550 1.16 1.01 0.56 -0.3404
O -1.7796 2.4046 0.9313 -0.78 0.73 0.91 -0.0983
C -3.6846 4.0264 0.7560 0.07 -0.81 -0.79 -0.3610
N -4.1497 5.2799 1.5093 -2.28 -1.55 -0.65 -0.3174
H -5.9099 0.9659 -0.4977 0.51 -0.78 2.20 0.1259
H -6.4279 -0.3740 0.7220 1.53 2.49 0.50 0.1321
H -6.1943 1.5047 1.2857 0.74 -2.35 -0.72 0.0894
H -3.7949 0.9664 0.1106 -0.25 -0.61 1.42 0.1712
H -4.3010 -1.8995 1.1425 0.42 1.87 -1.36 0.1128
H -4.4730 -1.2867 -0.6323 1.31 0.10 2.03 0.1691
H -2.0530 -0.2956 -0.6433 -0.26 -1.80 1.79 0.1623
H -1.8783 -2.1150 -0.1842 -1.25 4.05 0.12 0.0661
H -2.8189 -1.4574 2.9307 0.57 2.41 -0.81 0.1390
H -1.1283 1.0322 3.4785 -0.48 -0.99 0.32 0.0832
H -2.3207 0.3841 4.5426 1.11 -0.48 -1.37 0.0915
H -4.7821 2.5225 2.7320 2.29 -1.03 0.07 0.1296
H -3.2893 2.2164 3.8407 -0.76 -0.74 -2.51 0.1359
H -2.2040 3.8143 2.4759 -1.45 -1.49 -1.27 0.1299
H -0.8535 2.5179 1.2961 -0.78 -0.39 0.07 0.0948
H -4.5540 3.4785 0.1957 1.61 0.90 1.17 0.1393
H -2.9269 4.4335 -0.0712 -2.57 -2.44 1.27 -0.0268
H -4.2843 6.0255 0.7873 -1.20 -1.07 0.96 0.0068
H -5.0615 5.0942 1.9814 0.90 0.24 -0.62 0.1097
C 1.9797 0.3812 1.4911 0.15 -0.73 -0.33 -0.0518
C 2.1874 1.5796 2.4011 1.57 -0.60 0.54 -0.7803
O 3.2835 1.5978 3.0269 -1.52 0.66 -0.60 -0.0722
O 1.2328 2.4062 2.4140 -0.78 0.76 0.05 -0.1285
H 2.8383 -0.2964 1.5230 -0.10 0.15 0.01 0.0649
H 1.0900 -0.1730 1.8044 -0.06 0.10 -0.10 0.0440
H 1.8433 0.7180 0.4591 -0.13 -0.02 0.00 0.0585
Cs -1.9266 6.1107 0.8410 4.88 3.09 0.22 1.4388
F -7.7575 0.5393 2.5016 0.15 0.31 -0.19 -0.8069
N 4.4558 5.4764 0.9857 0.04 0.13 -0.01 0.0166
C 5.5845 6.1283 1.4097 -0.08 -0.05 -0.08 -0.1312
C 5.6404 7.3446 0.7664 0.20 -0.14 0.25 -0.1207
C 4.5023 7.4318 -0.0704 -0.33 -0.06 -0.15 -0.1288
C 3.7868 6.2659 0.0869 0.04 -0.04 0.06 -0.1563
H 4.1620 4.5571 1.2893 0.05 0.19 0.04 0.1526
H 6.2502 5.6715 2.1296 -0.12 0.09 -0.14 0.1111
H 6.4164 8.0892 0.8878 -0.13 -0.14 -0.01 0.0891
H 4.2333 8.2565 -0.7177 0.05 -0.13 0.09 0.0850
H 2.8621 5.9309 -0.3636 0.18 0.04 0.03 0.0953
C 4.7040 0.0287 -3.0029 -0.22 0.04 -0.11 -0.0432
C 5.3900 -1.1981 -2.3413 0.79 1.78 -0.59 -0.4741
C 6.0596 -2.0717 -3.4359 -0.18 -0.27 0.14 -0.1378
C 5.0570 -2.8611 -4.2710 -0.01 0.05 -0.03 -0.1886
C 4.1305 -3.6822 -3.3814 0.30 0.04 0.13 -0.1373
C 3.4395 -2.8525 -2.2664 -1.84 -0.36 -0.44 -0.4727
N 4.3920 -1.9633 -1.5195 3.10 -3.66 1.64 -0.0224
O 5.1139 -2.7749 -0.6246 -2.15 2.35 -2.03 -0.0224
C 2.2982 -1.9954 -2.8763 0.00 0.19 -0.19 -0.0435
C 2.6778 -3.8496 -1.3296 0.72 0.11 0.31 -0.0495
C 6.5198 -0.5545 -1.4704 -0.26 -0.65 0.39 -0.0424
H 5.4419 0.7824 -3.3062 0.02 -0.32 0.20 0.0857
H 4.1589 -0.2144 -3.9139 -0.08 -0.07 0.08 0.0558
H 4.0171 0.5225 -2.3056 0.09 -0.17 -0.07 0.0901
H 6.7589 -2.7799 -2.9725 -0.15 0.13 0.15 0.1242
H 6.6627 -1.4431 -4.1035 -0.14 0.11 0.28 0.1249
H 4.4750 -2.1904 -4.9113 0.01 0.01 0.05 0.1019
H 5.5986 -3.5325 -4.9479 -0.10 0.10 0.07 0.1152
H 3.3754 -4.1716 -4.0100 -0.08 0.14 0.27 0.1238
H 4.7193 -4.4922 -2.9299 -0.11 0.19 0.15 0.1244
H 1.8908 -1.2960 -2.1368 0.19 -0.06 -0.05 0.0844
H 1.4660 -2.6271 -3.2122 0.28 -0.09 0.15 0.0821
H 2.5973 -1.4293 -3.7573 0.06 0.05 0.13 0.0585
H 3.3356 -4.6184 -0.9081 -0.01 0.36 -0.01 0.0786
H 1.8964 -4.3879 -1.8799 0.22 0.29 -0.23 0.0781
H 2.1900 -3.3212 -0.5011 0.21 0.05 -0.07 0.0759
H 6.0970 0.0778 -0.6803 0.00 -0.18 -0.12 0.0920
H 7.1759 0.0775 -2.0819 -0.39 -0.17 -0.14 0.0832
H 7.1723 -1.2999 -1.0033 -0.34 0.02 -0.02 0.0761
C -5.9250 -6.1770 -0.4157 -0.15 -0.86 0.50 -0.0984
C -5.1619 -4.9974 0.2093 -2.47 -0.05 -0.11 -0.7631
C -6.0475 -4.3244 1.2712 -0.27 -0.66 0.80 -0.0911
O -4.9298 -4.1130 -0.7451 2.56 1.99 -1.23 -0.2967
H -6.8615 -5.8646 -0.8963 0.29 0.23 0.12 0.0741
H -5.3174 -6.6944 -1.1690 0.00 0.24 0.10 0.0622
H -6.1848 -6.9130 0.3545 -0.08 -0.17 -0.03 0.0586
H -4.3200 -5.4418 0.7586 0.89 -0.23 0.28 0.0843
H -6.9885 -3.9430 0.8535 0.33 -0.07 -0.16 0.0819
H -5.5296 -3.4855 1.7531 0.04 -0.03 -0.05 0.0307
H -6.3086 -5.0415 2.0587 -0.08 0.10 0.21 0.0642
Na -1.6283 -3.5344 0.5386 -0.21 -2.33 0.90 0.7497